{"formula": "C24H66N11O13Sr", "method": "the ωB97M-V functional and the def2-TZVPD basis", "mol_weight_g_mol": 804.48, "largest_force_ev_per_a": 3.38, "lumo_energy_ha": -0.1489, "total_energy_ha": -2565.06158, "charge": 1, "elements": ["Sr", "C", "C", "O", "O", "H", "H", "H", "C", "O", "N", "N", "H", "H", "H", "H", "C", "O", "N", "N", "H", "H", "H", "H", "C", "O", "N", "N", "H", "H", "H", "H", "C", "O", "N", "N", "H", "H", "H", "H", "C", "O", "C", "C", "N", "C", "C", "O", "C", "H", "H", "H", "H", "H", "H", "H", "H", "H", "H", "H", "H", "H", "H", "H", "C", "O", "C", "C", "N", "C", "C", "O", "C", "H", "H", "H", "H", "H", "H", "H", "H", "H", "H", "H", "H", "H", "H", "H", "C", "O", "C", "C", "N", "C", "C", "O", "C", "H", "H", "H", "H", "H", "H", "H", "H", "H", "H", "H", "H", "H", "H", "H", "O", "H", "H"], "positions_angstrom": [[2.4741, -4.0553, -1.3069], [0.7911, -0.4642, -1.2986], [0.5949, -1.9417, -0.9917], [0.3800, -2.6862, -1.9816], [0.9618, -2.4055, 0.0989], [1.7897, -0.0860, -1.0949], [0.1015, 0.1045, -0.6677], [0.5485, -0.2770, -2.3391], [-2.8318, 2.4106, -2.9773], [-1.8515, 2.7530, -3.6387], [-2.8243, 1.2369, -2.2420], [-4.0441, 2.9957, -2.9856], [-1.9588, 0.7914, -2.0059], [-3.6889, 0.7446, -2.1220], [-4.7575, 2.6157, -2.3981], [-4.1905, 3.7478, -3.6364], [2.4168, 0.9565, -4.2219], [3.2115, 0.7143, -3.3072], [2.7373, 0.7365, -5.5401], [1.1497, 1.4007, -4.0626], [2.0490, 0.8333, -6.2580], [3.6197, 0.2607, -5.6142], [0.6642, 1.8058, -4.8455], [0.6392, 1.5352, -3.2094], [-4.2908, -2.9724, -2.5789], [-5.1640, -3.2325, -3.4160], [-4.5594, -2.4382, -1.3773], [-2.9780, -3.0584, -2.9347], [-5.5277, -2.4300, -1.1060], [-3.8915, -2.2566, -0.6436], [-2.2825, -2.6758, -2.3203], [-2.7364, -3.4823, -3.8073], [2.0348, -4.6582, 2.3225], [2.6295, -4.7329, 1.2278], [2.4105, -5.3244, 3.4218], [1.0470, -3.7444, 2.5290], [1.9999, -5.1038, 4.3061], [3.2821, -5.8251, 3.3528], [0.7196, -3.2144, 1.7324], [0.7078, -3.5884, 3.4565], [-1.0038, 6.9676, -0.8152], [0.0706, 6.0738, -0.7287], [-0.0733, 4.9776, -1.5950], [0.9863, 3.9360, -1.3020], [0.7503, 2.9018, -0.3050], [0.7075, 3.5073, 1.0235], [1.0363, 2.5967, 2.2128], [0.0572, 2.6942, 3.2477], [0.2172, 1.6774, 4.1959], [-1.0485, 7.6966, -0.0059], [-1.9772, 6.4687, -0.7139], [-0.9923, 7.4996, -1.7730], [0.0241, 5.3843, -2.6165], [-1.0724, 4.5267, -1.7050], [1.9455, 4.4039, -1.0675], [1.1740, 3.5084, -2.2946], [-0.1258, 2.4622, -0.5682], [-0.2819, 3.9392, 1.2294], [1.2775, 4.4371, 1.0690], [2.1036, 2.5524, 2.4324], [0.7615, 1.6249, 1.7703], [1.2891, 1.5347, 4.4153], [-0.1534, 0.6875, 3.9182], [-0.0510, 1.9725, 5.2122], [3.4046, -1.1070, 3.0929], [4.3097, -0.4680, 2.2240], [3.7182, 0.1493, 1.0638], [4.9219, 0.7899, 0.3144], [4.8669, 2.2292, 0.4842], [5.5100, 2.9969, -0.5807], [4.7002, 2.9656, -1.8962], [4.8150, 4.2491, -2.4828], [4.3513, 4.2527, -3.8207], [3.8573, -2.0640, 3.3659], [2.4706, -1.3455, 2.5710], [3.1992, -0.5117, 3.9853], [2.8905, 0.7834, 1.3849], [3.2660, -0.6998, 0.5407], [4.9322, 0.3771, -0.7073], [5.8562, 0.3438, 0.6651], [3.9187, 2.5377, 0.6395], [6.5147, 2.6039, -0.7394], [5.5882, 4.0410, -0.2773], [3.6678, 2.7481, -1.6035], [5.1169, 2.1913, -2.5449], [3.3142, 3.9119, -3.9161], [4.9350, 3.6438, -4.5197], [4.4629, 5.3070, -4.0773], [-2.8918, -0.3373, 1.7902], [-2.7795, -1.5760, 1.1320], [-2.2540, -2.5786, 1.9718], [-2.5789, -4.0208, 1.5121], [-3.7022, -4.7645, 2.1064], [-4.9405, -3.9699, 2.1563], [-6.0284, -4.7367, 2.9074], [-5.7770, -4.5802, 4.3020], [-6.7221, -5.2728, 5.0826], [-3.5160, 0.3715, 1.2462], [-1.8938, 0.0689, 1.9845], [-3.4304, -0.4477, 2.7399], [-2.6479, -2.5426, 2.9943], [-1.1651, -2.5455, 2.0284], [-1.7579, -4.7033, 1.7395], [-2.7271, -3.9861, 0.4289], [-3.4883, -4.8260, 3.1040], [-5.2733, -3.8742, 1.1194], [-4.7391, -3.0252, 2.6710], [-5.8827, -5.7964, 2.6835], [-7.0006, -4.3752, 2.5700], [-6.6224, -6.3516, 4.9201], [-7.7316, -5.0510, 4.7057], [-6.7752, -4.9978, 6.1323], [3.5622, -1.8702, -2.2974], [3.3973, -0.9145, -2.4884], [3.7747, -2.2424, -3.1631]], "forces_ev_per_angstrom": [[-1.1, 1.2, 1.5], [-1.4, 0.2, 0.4], [1.6, 1.0, -1.7], [-0.1, -1.1, -0.6], [0.4, -0.6, 1.4], [0.0, -0.2, 0.2], [0.2, 0.2, 0.0], [0.0, -0.2, 0.0], [0.9, -1.7, -0.8], [-0.3, 0.5, 0.7], [-0.1, 0.6, 0.3], [0.4, 0.5, -0.2], [0.0, -0.1, -0.3], [0.1, -0.3, 0.2], [-0.4, 0.3, -0.1], [-0.3, 0.0, 0.2], [-0.5, -0.2, -0.3], [-0.3, -0.5, -0.1], [0.6, 0.2, 1.5], [-0.6, 0.5, -0.3], [0.2, -0.3, -0.3], [-0.1, 0.1, -0.8], [0.0, -0.1, -0.1], [0.6, 0.1, 0.4], [-0.7, 0.1, -2.9], [0.4, -0.2, 1.2], [-0.4, 0.4, 1.3], [0.3, 0.1, 1.0], [0.0, 0.0, -0.1], [0.2, -0.1, -0.1], [0.4, -0.2, -0.2], [0.0, 0.1, -0.1], [-0.5, 2.2, 0.4], [-0.1, -0.7, -0.9], [0.6, -0.7, -0.6], [0.4, -1.0, -0.4], [0.1, -0.2, 0.2], [-0.1, -0.1, 0.3], [0.1, 0.2, 0.0], [-0.3, 0.1, 0.0], [-0.9, 0.3, -0.2], [-0.6, -0.1, 1.1], [0.2, 0.5, -0.9], [0.8, 0.0, -1.3], [0.5, 0.4, -0.2], [-1.1, 1.4, 1.3], [-1.9, -1.8, -2.1], [0.6, 0.9, 0.3], [1.9, -0.1, 1.1], [0.8, 0.0, 0.0], [0.1, -0.3, -0.3], [0.0, 0.0, 0.0], [0.5, -0.3, -0.1], [-0.2, 0.0, 1.0], [-0.2, 0.3, 0.1], [0.0, -0.5, 0.2], [-0.1, -0.1, 0.5], [-0.2, -0.3, 0.1], [0.6, -0.3, -0.4], [-0.1, 0.4, 0.9], [0.8, -0.4, 0.0], [0.1, -0.2, -0.5], [-0.5, 0.1, -0.2], [-1.1, 0.2, -0.4], [0.0, -0.3, -0.5], [0.0, 0.4, 0.2], [1.5, -1.4, 0.9], [-1.3, -0.6, 0.0], [0.8, -0.1, -0.2], [-0.7, -0.1, 0.0], [0.9, 0.4, 1.0], [-0.2, -0.9, -0.5], [0.2, 0.8, 0.2], [0.0, 0.1, 0.3], [-0.1, 0.1, 0.1], [0.0, 0.0, 0.0], [0.3, 0.5, -0.3], [-0.1, 0.2, -0.6], [-0.5, 0.7, -0.5], [-0.1, 0.3, 0.7], [-0.1, 0.0, -0.2], [0.1, 0.1, 0.1], [0.1, 0.0, 0.1], [-0.2, -0.1, -0.5], [-0.4, 0.0, -0.3], [-0.1, 0.2, 0.2], [0.3, -0.1, 0.3], [-0.4, -0.2, -0.5], [-0.2, 0.3, 0.7], [-0.4, -0.5, -0.3], [0.0, -1.6, 0.5], [-0.3, -0.3, -0.5], [-0.2, 1.2, 1.0], [-0.1, -0.9, -0.4], [1.3, 0.1, 0.2], [-0.1, 0.6, 0.2], [-1.3, -0.4, -1.0], [0.3, -0.2, -0.6], [-0.1, 0.2, 0.0], [0.3, -0.2, 0.1], [0.0, 0.6, 0.1], [0.1, 0.6, 0.0], [0.5, 0.5, -0.3], [0.1, -0.2, -0.1], [0.3, -0.6, -0.1], [0.0, 0.5, 0.1], [-0.5, 0.3, -0.3], [-0.4, -0.1, -0.3], [-0.3, -0.1, 0.4], [0.2, -0.1, 0.4], [0.0, 0.1, 0.0], [0.8, 0.1, 0.0], [-0.1, -0.9, 0.0], [0.0, 0.1, -0.1], [0.2, 0.5, -0.1]], "mulliken_charge": [1.6193, 1.3153, 0.1929, -1.0986, -0.4176, -0.8190, -0.1790, 0.2019, 0.6635, -0.6126, -0.2022, -0.4456, 0.0767, 0.1701, 0.1540, 0.2484, 0.7982, -0.7349, -0.5176, -0.1260, 0.1610, 0.2775, 0.2153, -0.1058, 0.4901, -0.7030, -0.1762, -0.2555, 0.1995, 0.0298, 0.1270, 0.1768, 0.4912, -0.6264, -0.4203, 0.0322, 0.1753, 0.2573, -0.0562, 0.2156, -0.8149, -0.3394, -0.7826, -0.3926, 0.5499, -1.1133, 0.1027, -0.4577, -0.6216, 0.2954, 0.3066, 0.3133, 0.6532, 0.1967, 0.5736, -0.3883, 0.0065, 0.4817, 0.5357, 0.4547, -0.2562, 0.2212, 0.1396, 0.3666, -0.3058, -0.5528, 1.1510, -0.3931, -0.3001, -1.1586, 0.6261, -0.4271, -0.6139, 0.2692, -0.0741, 0.3065, -0.5506, -0.0891, 0.1316, 0.4112, 0.1032, 0.3199, 0.4313, -0.2893, 0.3394, 0.1066, 0.2884, 0.3120, -0.9895, 0.2002, 0.1936, -1.2177, -0.4784, -0.0178, -0.8218, -0.2962, -0.7528, 0.3011, 0.2326, 0.3520, 0.5012, -0.2395, 0.3338, 0.4875, 0.3127, 0.1841, 0.1630, 0.3602, 0.4633, 0.3073, 0.2987, 0.2549, -0.4639, 0.1113, 0.3551]}